Below is 10 unconnected molecules or ions with the total composition C80H176F12N4O12P2 in a non-equilibrium geometry, with properties calculated with ωB97M-V/def2-TZVPD.

```
286
Properties=species:S:1:pos:R:3:lowdin_charge:R:1
P -3.5022 -4.1879 2.4295 1.037
P -6.0057 -0.9950 -4.3164 1.034
F 3.6787 3.4981 -3.6282 0.162
F -0.7447 0.3306 -2.6887 0.137
F 8.6077 -2.7034 -3.9645 0.072
F 2.3229 -6.8369 2.0963 0.042
F 5.3204 2.1315 -4.0344 0.119
F -0.1719 2.1980 -3.3405 0.158
F 1.6475 -7.7087 0.2196 0.124
F -0.9641 1.9748 -1.3026 0.127
F 10.1772 -2.1124 -2.7192 0.119
F 3.5384 1.5352 -2.8403 0.090
F 3.6730 -7.6872 0.7391 0.128
F 8.7836 -3.3343 -1.8208 0.072
O 1.8894 -5.0385 -0.8451 -0.281
O 8.0018 -0.4903 -0.9911 -0.100
O 4.1077 3.3663 -0.7891 -0.125
O 6.0574 3.5136 6.8990 -0.224
O 1.2805 1.2287 2.4680 -0.200
O 4.1034 -5.6588 -0.8228 -0.101
O -2.7962 3.4175 -2.7595 -0.094
O 8.0796 0.2021 -3.0599 -0.255
O 1.4431 4.5546 5.2501 -0.215
O 5.9453 2.0566 -1.1914 -0.239
O -3.0022 1.7624 -4.3774 -0.259
O 1.3557 -1.5179 -4.9873 -0.209
N 7.4136 4.1410 4.0531 -0.234
N 2.5359 -0.6026 0.1961 -0.214
N -0.1039 4.6127 7.7814 -0.213
N 1.0340 0.9041 -7.0207 -0.241
C -5.0560 -4.3923 3.3685 -0.242
C -3.6380 -2.6704 1.4231 -0.257
C -1.8024 -3.4803 -3.1553 -0.061
C 1.5016 -2.8903 -4.8166 -0.098
C -5.7959 -2.4028 -8.8076 -0.090
C -1.7863 -6.7487 -0.5363 -0.237
C 1.7630 3.4276 -6.9218 -0.030
C -1.9259 -5.5225 0.3418 -0.235
C 1.6384 0.5953 -8.4009 0.031
C 7.0531 2.5929 4.3447 -0.079
C 2.4576 4.4297 4.2513 -0.066
C -5.0480 -0.8104 -5.8969 -0.214
C 0.1703 -2.7994 3.9714 -0.253
C 0.4237 1.6712 3.5180 -0.079
C -0.2327 0.0196 -6.8634 -0.109
C 1.1609 4.3130 8.5729 -0.172
C -3.9559 -1.8262 -2.6881 -0.243
C 2.4313 -0.9168 -5.6431 -0.181
C 3.5406 -0.7298 -0.9547 0.061
C 6.2457 4.8177 6.3568 -0.158
C -4.5536 -2.0986 -6.5811 -0.235
C 4.8083 -4.4673 -1.1841 -0.272
C -6.7708 1.7231 -1.2429 -0.244
C -1.3381 0.1183 -8.0372 -0.018
C 0.9892 -4.0453 4.5372 -0.062
C 7.4044 -0.4748 1.3394 -0.105
C -3.1259 -5.6276 1.3387 -0.232
C 6.3583 4.4060 1.7118 -0.051
C 1.7670 5.4971 9.3081 -0.047
C 3.0574 4.3204 -1.1186 -0.241
C 8.1467 1.9637 5.2514 -0.047
C -5.4733 -3.0428 -7.4097 -0.212
C -2.1117 -3.9119 3.6121 -0.223
C 8.8595 -2.2640 -2.6736 -0.500
C -1.0659 1.6055 -2.5792 -0.602
C -8.5030 -0.3727 -5.5681 -0.190
C -1.8266 -8.0965 0.2491 -0.082
C -0.4250 3.2934 7.0113 -0.143
C 2.9292 -5.5511 -0.0344 -0.451
C 6.0546 -4.8901 -1.9459 -0.067
C -6.9859 0.4829 -2.1871 -0.217
C 0.7177 1.0792 1.2162 -0.221
C 4.9454 3.3370 7.7225 -0.091
C 7.4335 -1.2905 0.0836 -0.262
C -9.9041 0.0738 -4.9307 -0.229
C -4.1558 -0.1597 1.2296 -0.239
C 1.3242 5.8267 5.9231 -0.159
C -7.7289 -1.4315 -4.7009 -0.263
C -4.1155 -1.3778 2.2336 -0.195
C 0.6208 2.3567 -6.8716 -0.142
C 0.0553 5.7882 6.7408 -0.053
C -8.7278 -4.6954 2.1741 -0.106
C 1.7746 0.7601 0.1505 -0.044
C 8.7730 4.3060 3.3546 0.034
C 2.0700 0.5689 -5.8796 -0.028
C -11.0110 -0.9982 -4.9189 -0.097
C 5.0458 3.0585 -1.7654 -0.439
C -1.2077 2.1402 7.7460 -0.041
C 0.4617 -1.5562 -1.0124 -0.044
C -3.0879 3.7707 -1.4342 -0.299
C 6.3249 4.8283 3.1752 -0.154
C -5.2116 -2.2658 -3.3197 -0.286
C 4.3866 2.5701 -3.1076 -0.572
C 2.4213 4.5679 0.2534 -0.079
C -6.1086 0.5815 -3.4350 -0.243
C -6.2291 -4.5390 2.3505 -0.265
C 7.4821 4.9842 5.3782 -0.040
C 7.9880 -0.9916 -2.3263 -0.483
C -7.5668 1.6620 0.0497 -0.103
C 3.2097 -0.8003 1.5557 -0.114
C -1.2320 5.0628 8.7728 0.054
C 2.5942 -6.9139 0.7202 -0.509
C -2.5213 2.0118 -3.0610 -0.413
C -0.9415 -3.0902 2.9675 -0.243
C -7.5296 -4.8010 3.0374 -0.299
C -3.6262 5.2183 -1.5385 -0.063
C -4.6224 1.1004 1.8748 -0.122
C 4.2462 0.3611 1.9007 -0.046
C 1.4909 -1.7593 0.1363 -0.111
C -2.9914 -2.9581 -2.2394 -0.214
H -2.3306 -0.2432 -7.7684 0.053
H -6.3780 -3.0982 -6.8043 0.080
H 6.8341 -5.2950 -1.3006 0.076
H -3.8348 3.1726 -0.9123 0.080
H -2.6472 -2.5953 -1.2709 0.054
H 5.5747 4.9542 1.1889 0.078
H -6.0134 -5.3397 1.6430 0.107
H 1.7909 -3.6401 5.1545 0.071
H 2.4071 3.2042 -7.7723 0.071
H 3.6339 -1.8041 1.5345 0.126
H 0.5460 -3.4122 -4.7648 0.070
H -0.1667 -2.2285 4.8366 0.094
H -4.7784 -0.3777 0.3618 0.091
H -2.2380 3.6814 -0.7576 0.096
H 4.7444 0.8311 1.0528 0.054
H 1.3564 4.4338 -7.0233 0.091
H -8.4694 -0.7014 -6.6069 0.106
H 2.6929 -1.3902 -6.5894 0.123
H 2.2387 4.0537 -1.7868 0.108
H -6.2940 -3.5855 1.8265 0.101
H -5.6010 1.0845 2.3545 0.073
H -9.6603 0.4931 -3.9545 0.082
H -5.0522 -4.0130 -7.6734 0.109
H 3.1465 -4.8368 0.7597 0.108
H 7.2059 2.1545 3.3585 0.112
H -4.8321 -2.3136 -9.3089 0.074
H -11.9862 -0.6622 -4.5663 0.076
H -7.0996 2.6263 -1.7569 0.114
H -10.6152 -1.8751 -4.4065 0.064
H 3.6795 1.2049 2.2942 0.047
H 0.1547 1.9752 0.9545 0.115
H -2.8840 -6.4026 2.0660 0.092
H -3.1451 0.0018 0.8548 0.105
H -1.3462 1.1400 -8.4169 0.062
H 9.5082 4.2075 4.1533 0.097
H -4.5366 5.2741 -2.1353 0.072
H 6.7353 -1.0488 1.9803 0.053
H -2.1210 2.5294 8.1960 0.068
H 3.2231 4.9169 0.9041 0.050
H -2.9060 5.8735 -2.0286 0.076
H -5.0756 -1.5681 2.7133 0.091
H 2.1569 5.9960 6.6058 0.107
H 3.4661 4.6979 4.5660 0.053
H 5.6698 3.9204 -2.0019 0.136
H 0.1587 2.4368 -5.8877 0.118
H -0.9878 -5.3757 0.8772 0.101
H -1.2347 -2.0927 2.6401 0.091
H -1.1992 -2.7202 -3.6517 0.052
H 1.6715 -0.4820 -8.5637 0.108
H 6.5389 -4.0405 -2.4272 0.058
H -1.3470 4.3309 9.5723 0.111
H 0.3847 -4.6982 5.1669 0.063
H -8.0418 0.2812 -2.3676 0.093
H -3.6445 -1.2001 3.2004 0.101
H 8.8785 3.5460 2.5804 0.124
H -3.3976 -1.1602 -3.3460 0.110
H -0.7857 5.9971 9.1134 0.088
H -0.0146 -2.5261 -1.1554 0.064
H 6.0279 2.6115 4.7143 0.113
H 1.9809 -3.2178 -3.8941 0.099
H -11.2499 -1.3241 -5.9313 0.074
H -7.5766 -4.0035 3.7789 0.113
H 8.3622 4.6796 5.9446 0.125
H 3.0016 1.0778 -6.1272 0.132
H 4.0634 3.1627 7.1063 0.078
H -6.2463 -1.4266 -8.6281 0.056
H 7.9032 0.9137 5.4137 0.093
H -5.0918 -3.1469 -3.9502 0.105
H 0.9333 -2.1215 3.5890 0.078
H 2.5270 -0.7172 2.4013 0.093
H 1.3128 0.7474 -0.8367 0.112
H -5.7125 1.9702 -1.1588 0.077
H -7.9523 0.5679 -5.5760 0.082
H 4.0800 -1.6628 -0.7915 0.085
H -4.2099 -0.1631 -5.6384 0.077
H 2.5622 3.3821 3.9689 0.087
H -4.0490 -5.8695 0.8119 0.090
H -8.2145 -1.4443 -3.7251 0.077
H -2.7642 -2.4850 0.7984 0.072
H 1.9411 -3.3882 -5.6809 0.099
H 1.0875 3.3865 9.1424 0.139
H -0.8914 5.8743 6.2074 0.142
H 6.5552 5.8936 3.1822 0.126
H -5.7705 -0.2959 -6.5304 0.086
H -5.0998 0.8329 -3.1077 0.070
H 2.2163 6.3200 8.7522 0.083
H 1.8071 3.8855 7.8063 0.099
H 6.9469 -1.2536 -2.5147 0.110
H 5.3608 4.5393 3.5938 0.094
H -3.5093 -3.8650 -1.9272 0.095
H -8.6023 1.5250 -0.2618 0.079
H -1.6733 -4.8035 4.0605 0.099
H -5.3343 -3.5477 3.9988 0.101
H -7.1939 0.8763 0.7066 0.054
H 6.2640 5.5258 7.1853 0.128
H 0.9043 1.4581 4.4729 0.090
H -0.9075 -6.5808 -1.1590 0.115
H -0.9820 3.5564 6.1120 0.123
H 9.1357 2.0161 4.7962 0.083
H 7.6067 6.0131 5.0407 0.129
H -1.0164 -0.4800 -8.8896 0.069
H -7.7885 -2.4502 -5.0840 0.091
H 1.5926 1.0859 -5.0472 0.121
H 0.3476 2.7326 3.2820 0.085
H -6.5484 -2.8843 -9.4321 0.073
H -3.2420 1.5101 -2.4153 0.095
H -1.6235 -8.8439 -0.5178 0.082
H 2.6015 1.0931 -8.2882 0.097
H 2.5723 1.4960 0.0489 0.113
H 2.2354 -2.5495 0.0388 0.100
H 4.2016 0.1365 -0.9818 0.086
H 2.4620 3.3490 -6.0892 0.064
H -0.6088 1.3235 3.5517 0.084
H -10.3194 0.9823 -5.3670 0.104
H -6.6236 -0.3748 -1.6203 0.091
H 5.7574 -5.7229 -2.5832 0.081
H -3.5973 -1.8975 -7.0640 0.092
H 2.5645 5.0697 9.9159 0.092
H -7.5854 2.6276 0.5550 0.081
H 0.0070 6.6793 7.3666 0.128
H 3.4735 5.2765 -1.4362 0.119
H -0.9306 -8.1062 0.8699 0.068
H -8.7126 -5.3366 1.2928 0.085
H 5.2883 5.0420 5.8864 0.092
H 1.6436 5.3310 0.2811 0.075
H 7.2545 4.6371 1.1360 0.096
H 4.8123 4.2205 8.3468 0.086
H 7.9934 -2.1974 0.3117 0.109
H -4.1886 -2.7052 -5.7523 0.076
H 4.9969 0.1320 2.6570 0.060
H -5.9662 -2.4541 -2.5560 0.098
H -2.1671 5.1645 8.2219 0.114
H -0.1635 0.4534 1.0749 0.108
H -4.7817 1.8570 1.1065 0.060
H -3.9580 1.4982 2.6419 0.074
H -0.0543 2.5447 -7.7065 0.116
H 1.4896 6.6457 5.2231 0.145
H 5.2430 -3.8926 -0.3662 0.101
H -4.1969 -1.1926 -1.8345 0.091
H 2.2618 5.0991 3.4136 0.098
H -8.8410 -3.6657 1.8348 0.077
H 0.8113 -1.4138 -2.0349 0.072
H -1.1360 -4.0629 -2.5192 0.063
H 1.1360 1.0816 -9.2370 0.108
H -9.6294 -4.8319 2.7713 0.085
H -0.2751 -0.8165 -0.6991 0.051
H -4.8501 -5.3234 3.8965 0.106
H 6.4151 -1.4959 -0.2463 0.090
H 5.1316 2.4532 8.3328 0.107
H -1.4301 1.2997 7.0886 0.084
H 8.1837 2.3895 6.2541 0.068
H 6.0889 3.3609 1.5592 0.078
H 6.8641 0.4350 1.0776 0.047
H 4.2397 -3.8076 -1.8396 0.096
H 8.7406 5.3523 3.0508 0.111
H -2.2015 -4.1730 -3.8963 0.073
H 1.3963 -4.5681 3.6717 0.070
H -2.5906 -3.3622 4.4224 0.089
H 1.0043 -2.0079 1.0795 0.103
H 2.9617 -0.8426 -1.8713 0.097
H -4.4901 -2.8557 0.7691 0.083
H 0.0433 -1.0236 -6.7095 0.112
H -2.6681 -6.7892 -1.1757 0.099
H 8.3468 -0.3135 1.8630 0.073
H -1.9543 -4.5933 -0.2272 0.074
H -3.8946 5.6112 -0.5579 0.064
H 2.0708 3.5821 0.5591 0.050
H -6.4113 1.3126 -4.1847 0.112
H -0.6279 0.3018 -5.8875 0.111
H -7.5077 -5.7114 3.6364 0.125
H 3.3649 -1.0708 -5.1019 0.147
H -0.4604 -3.6114 2.1399 0.100
H 1.0883 5.9345 10.0404 0.083
H -0.6714 1.7696 8.6196 0.075
H 0.5235 2.8765 6.6727 0.101
H -2.6712 -8.2953 0.9088 0.064
```

Computed properties:
Electronic energy = -167500.964 eV
Highest occupied orbital energy = -6.132 eV
Frontier orbital gap = 1.9 eV
Charge = +2
LUMO energy = -0.1538 Ha